# 1
{"formula": "C25H36N3O", "method": "the ωB97M-V functional and the def2-TZVPD basis", "total_charge": 1, "relative_energy_kcal_mol": 78.8, "e_homo_ev": -10.524, "orbital_gap_ev": 5.5, "elements": ["C", "C", "C", "N", "C", "C", "C", "C", "C", "C", "C", "C", "C", "N", "C", "C", "C", "C", "C", "C", "C", "C", "C", "H", "H", "H", "H", "H", "H", "H", "H", "H", "H", "H", "H", "H", "H", "H", "H", "H", "H", "H", "H", "H", "H", "H", "H", "H", "C", "C", "C", "C", "O", "N", "H", "H", "H", "H", "H", "H", "H", "H", "H", "H", "H"], "coordinates": [[-6.888, -3.060, 0.227], [-6.936, -2.889, -1.300], [-5.687, -2.093, -1.699], [-4.866, -2.063, -0.506], [-3.610, -1.500, -0.494], [-3.428, -0.168, -0.938], [-2.191, 0.419, -0.844], [-1.030, -0.320, -0.468], [0.211, 0.348, -0.561], [1.482, -0.264, -0.624], [1.658, -1.604, -1.057], [2.898, -2.212, -1.050], [4.045, -1.479, -0.657], [5.276, -2.107, -0.612], [5.850, -2.575, 0.636], [6.970, -3.547, 0.238], [7.058, -3.530, -1.293], [5.972, -2.569, -1.798], [3.899, -0.116, -0.276], [2.658, 0.478, -0.288], [-1.233, -1.668, -0.028], [-2.487, -2.249, -0.048], [-5.553, -2.471, 0.705], [-7.711, -2.527, 0.708], [-6.951, -4.109, 0.523], [-6.904, -3.859, -1.803], [-7.838, -2.372, -1.627], [-5.122, -2.573, -2.516], [-5.926, -1.073, -2.041], [-4.294, 0.391, -1.305], [-2.070, 1.478, -1.085], [0.171, 1.432, -0.666], [0.795, -2.161, -1.415], [3.023, -3.265, -1.312], [6.229, -1.714, 1.215], [5.069, -3.051, 1.249], [7.906, -3.228, 0.701], [6.736, -4.547, 0.609], [8.034, -3.174, -1.630], [6.901, -4.525, -1.715], [5.262, -3.028, -2.501], [6.421, -1.705, -2.317], [4.800, 0.438, 0.006], [2.556, 1.530, -0.021], [-0.387, -2.248, 0.342], [-2.645, -3.297, 0.227], [-5.717, -1.601, 1.370], [-4.924, -3.183, 1.266], [0.992, 5.940, 3.192], [-0.329, 5.950, 2.428], [-0.335, 5.136, 1.141], [-1.674, 5.342, 0.419], [-1.708, 4.438, -0.672], [0.029, 3.743, 1.368], [0.866, 6.480, 4.134], [1.307, 4.918, 3.426], [1.787, 6.434, 2.622], [-1.143, 5.566, 3.064], [-0.594, 6.981, 2.155], [0.462, 5.506, 0.470], [-2.507, 5.124, 1.107], [-1.693, 6.388, 0.074], [-2.383, 4.747, -1.298], [-0.345, 3.381, 2.252], [-0.215, 3.132, 0.591]]}

# 2
{"formula": "C25H36NO21P", "method": "the ωB97M-V functional and the def2-TZVPD basis", "total_charge": 0, "e_homo_ev": -8.215, "orbital_gap_ev": 8.7, "smiles": "CP(O)[C@H]1CNC(=O)[C@@H]1CC=O.O=C1OCCO1.O=C1OCCO1.O=C1OCCO1.O=C1OCCO1.O=C1OCCO1.O=C1OCCO1", "elements": ["C", "P", "O", "C", "C", "N", "C", "O", "C", "C", "C", "O", "H", "H", "H", "H", "H", "H", "H", "H", "H", "H", "H", "H", "O", "C", "O", "C", "C", "O", "H", "H", "H", "H", "O", "C", "O", "C", "C", "O", "H", "H", "H", "H", "O", "C", "O", "C", "C", "O", "H", "H", "H", "H", "O", "C", "O", "C", "C", "O", "H", "H", "H", "H", "O", "C", "O", "C", "C", "O", "H", "H", "H", "H", "O", "C", "O", "C", "C", "O", "H", "H", "H", "H"], "coordinates": [[-1.211, -1.925, 0.295], [-2.409, -1.793, -1.076], [-2.458, -3.366, -1.586], [-3.984, -1.789, -0.119], [-5.021, -0.645, -0.398], [-6.313, -1.297, -0.770], [-6.191, -2.487, 0.053], [-7.012, -2.843, 0.823], [-4.829, -3.086, -0.217], [-4.370, -4.243, 0.663], [-4.183, -5.532, -0.104], [-3.708, -6.523, 0.357], [-0.324, -2.440, -0.090], [-1.614, -2.469, 1.160], [-0.927, -0.912, 0.616], [-2.021, -3.445, -2.444], [-3.690, -1.658, 0.932], [-4.725, 0.136, -1.104], [-5.214, -0.171, 0.574], [-6.222, -1.647, -1.728], [-4.885, -3.386, -1.279], [-5.106, -4.442, 1.458], [-3.410, -4.013, 1.140], [-4.562, -5.513, -1.147], [1.765, -1.952, -1.405], [2.437, -1.688, -0.458], [1.984, -1.681, 0.820], [3.112, -1.557, 1.696], [4.143, -0.895, 0.803], [3.741, -1.360, -0.500], [2.846, -0.962, 2.565], [3.412, -2.556, 2.016], [4.072, 0.191, 0.823], [5.165, -1.197, 1.003], [-4.996, -4.130, -3.407], [-5.893, -4.913, -3.485], [-7.096, -4.750, -2.897], [-7.989, -5.764, -3.396], [-7.013, -6.839, -3.840], [-5.843, -6.075, -4.160], [-8.670, -6.072, -2.612], [-8.562, -5.343, -4.221], [-6.761, -7.533, -3.036], [-7.337, -7.396, -4.714], [5.576, 0.952, 2.574], [6.560, 1.396, 2.067], [7.207, 0.817, 1.032], [8.193, 1.738, 0.542], [8.434, 2.616, 1.755], [7.175, 2.533, 2.438], [9.071, 1.196, 0.204], [7.762, 2.298, -0.289], [9.204, 2.220, 2.419], [8.655, 3.647, 1.504], [7.367, 5.408, 0.868], [7.196, 5.823, 1.976], [6.021, 5.772, 2.630], [6.251, 6.115, 4.001], [7.531, 6.930, 3.914], [8.152, 6.373, 2.744], [5.402, 6.670, 4.390], [6.373, 5.191, 4.570], [7.348, 7.988, 3.733], [8.188, 6.813, 4.771], [8.192, 9.614, 2.192], [8.463, 9.509, 1.037], [8.467, 8.349, 0.352], [8.608, 8.638, -1.041], [9.276, 10.003, -1.012], [8.810, 10.538, 0.232], [9.202, 7.864, -1.518], [7.616, 8.665, -1.493], [10.364, 9.932, -0.973], [8.983, 10.657, -1.827], [-10.394, -4.830, -3.662], [-10.390, -4.394, -2.552], [-10.802, -3.161, -2.206], [-10.854, -3.081, -0.775], [-9.878, -4.166, -0.358], [-9.961, -5.077, -1.467], [-10.565, -2.086, -0.449], [-11.877, -3.290, -0.456], [-8.859, -3.793, -0.278], [-10.150, -4.674, 0.562]]}

# 3
{"formula": "C25H37As2N2O16P2Zn", "method": "the ωB97M-V functional and the def2-TZVPD basis", "total_charge": -1, "relative_energy_kcal_mol": 2.9, "e_homo_ev": -5.320, "orbital_gap_ev": 7.7, "elements": ["Zn", "C", "N", "C", "C", "C", "C", "C", "C", "C", "C", "H", "H", "H", "H", "H", "H", "H", "H", "H", "H", "H", "H", "O", "P", "O", "O", "O", "P", "O", "O", "O", "H", "H", "C", "O", "C", "O", "C", "C", "As", "C", "C", "C", "As", "C", "C", "O", "O", "C", "C", "O", "O", "C", "C", "O", "O", "C", "H", "H", "H", "H", "H", "H", "H", "H", "H", "H", "H", "H", "H", "H", "H", "H", "H", "H", "C", "C", "N", "O", "H", "H", "H", "H", "H"], "coordinates": [[1.226, 0.938, 2.024], [-0.502, 1.572, 4.529], [0.315, 2.375, 3.622], [1.362, 3.073, 4.364], [-0.487, 3.311, 2.827], [-0.275, 3.217, 1.326], [-0.599, 4.430, 0.567], [-0.709, 4.425, -0.760], [-0.659, 3.113, -1.464], [0.240, 2.094, -0.787], [0.186, 2.102, 0.734], [-1.014, 2.199, 5.275], [0.133, 0.853, 5.043], [-1.244, 1.015, 3.959], [0.923, 3.768, 5.096], [1.991, 3.630, 3.671], [1.989, 2.350, 4.881], [-0.307, 4.339, 3.168], [-1.548, 3.117, 3.022], [-0.686, 5.365, 1.115], [-0.892, 5.325, -1.333], [-0.357, 3.220, -2.509], [1.264, 2.388, -1.042], [2.995, -0.050, 5.121], [3.649, -0.019, 3.656], [5.118, -0.088, 3.659], [3.004, 1.123, 2.876], [3.035, -1.402, 3.025], [1.506, -1.884, 3.259], [1.410, -3.062, 2.174], [1.373, -2.352, 4.657], [0.582, -0.774, 2.787], [2.503, -0.876, 5.290], [0.840, -2.775, 1.445], [2.484, -1.545, -3.075], [1.387, -1.016, -2.333], [1.296, 0.318, -2.225], [2.082, 1.082, -2.722], [0.015, 0.713, -1.496], [-1.150, 0.662, -2.488], [-1.084, -0.748, -3.830], [-2.845, -0.608, -4.678], [-1.462, -2.229, -2.580], [-1.361, -2.097, -1.256], [-0.411, -0.748, -0.158], [-2.070, -0.028, 0.639], [-1.932, -3.137, -0.336], [-3.109, -3.363, -0.232], [-0.982, -3.654, 0.462], [-1.411, -4.541, 1.503], [-1.813, -3.562, -3.144], [-1.773, -4.616, -2.560], [-2.141, -3.480, -4.453], [-2.442, -4.729, -5.073], [-2.151, 1.530, -2.298], [-2.032, 2.610, -1.503], [-3.364, 1.449, -2.894], [-4.436, 2.127, -2.244], [2.752, -2.484, -2.599], [3.324, -0.855, -3.060], [2.163, -1.717, -4.103], [-2.984, 0.420, -5.005], [-3.653, -0.884, -4.005], [-2.829, -1.272, -5.539], [-2.954, -0.392, 0.117], [-2.039, 1.058, 0.611], [-2.092, -0.349, 1.681], [-0.773, -4.340, 2.360], [-1.271, -5.567, 1.166], [-2.456, -4.370, 1.744], [-2.760, -4.488, -6.084], [-3.235, -5.244, -4.534], [-1.561, -5.369, -5.095], [-5.333, 1.825, -2.778], [-4.317, 3.208, -2.295], [-4.512, 1.826, -1.198], [4.483, 1.328, -0.057], [3.788, 0.031, 0.238], [4.561, -1.052, 0.483], [2.562, -0.043, 0.261], [5.562, 1.219, -0.157], [4.261, 2.001, 0.773], [4.059, 1.742, -0.971], [5.509, -0.884, 0.780], [4.086, -1.803, 0.965]]}

# 4
{"formula": "C25H37IN10OOs", "method": "the ωB97M-V functional and the def2-TZVPD basis", "total_charge": 4, "e_homo_ev": [-18.580, -18.579], "orbital_gap_ev": [4.3, 4.3], "elements": ["Os", "C", "N", "C", "C", "N", "C", "C", "C", "C", "C", "C", "N", "C", "N", "C", "C", "N", "C", "C", "N", "C", "C", "H", "H", "H", "H", "H", "H", "H", "H", "H", "H", "H", "H", "H", "H", "H", "H", "H", "H", "H", "H", "H", "H", "H", "H", "H", "H", "H", "H", "I", "C", "C", "N", "N", "C", "H", "H", "H", "N", "C", "O", "C", "C", "C", "N", "C", "C", "H", "H", "H", "H", "H", "H"], "coordinates": [[-0.374, -0.444, 0.111], [0.655, -1.129, 2.870], [1.784, -1.771, 2.198], [2.149, -3.104, 2.716], [2.340, -1.236, 1.115], [1.555, -0.333, 0.366], [2.105, 0.705, -0.328], [3.257, 1.439, 0.010], [3.653, 2.465, -0.802], [2.917, 2.787, -1.987], [1.795, 2.090, -2.322], [1.351, 1.038, -1.482], [0.196, 0.320, -1.623], [-0.473, 0.232, -2.877], [0.229, -0.011, -3.967], [1.564, -0.628, -3.943], [-0.206, 0.436, -5.310], [-1.795, 0.334, -2.901], [-2.623, -0.335, -3.927], [-2.534, 1.005, -1.823], [3.554, -1.575, 0.716], [3.983, -1.559, -0.691], [4.644, -1.886, 1.667], [0.578, -1.518, 3.883], [-0.308, -1.363, 2.365], [0.792, -0.054, 2.928], [1.231, -3.673, 2.871], [2.663, -3.031, 3.674], [2.786, -3.633, 2.012], [3.804, 1.214, 0.918], [4.516, 3.062, -0.536], [3.240, 3.616, -2.603], [1.212, 2.375, -3.188], [1.681, -1.244, -3.055], [2.352, 0.124, -3.982], [1.657, -1.261, -4.823], [-0.906, 1.263, -5.236], [-0.645, -0.376, -5.886], [0.682, 0.773, -5.843], [-2.971, 0.359, -4.690], [-3.499, -0.752, -3.433], [-2.071, -1.146, -4.391], [-2.183, 2.025, -1.673], [-2.432, 0.467, -0.873], [-3.588, 1.034, -2.082], [3.121, -1.546, -1.352], [4.559, -2.465, -0.876], [4.625, -0.704, -0.901], [4.336, -1.715, 2.692], [5.481, -1.226, 1.436], [4.990, -2.912, 1.545], [-3.543, -5.303, -1.571], [-1.938, -4.169, -0.988], [-0.735, -4.618, -0.459], [0.028, -3.545, -0.201], [-0.599, -2.398, -0.541], [-1.805, -2.788, -1.019], [-0.404, -5.625, -0.252], [0.964, -3.546, 0.167], [-2.526, -2.070, -1.380], [-2.387, 4.439, 4.983], [-2.892, 3.937, 3.850], [-3.949, 4.215, 3.334], [-2.068, 2.926, 3.065], [-2.763, 1.831, 2.541], [-2.110, 1.003, 1.668], [-0.822, 1.198, 1.284], [-0.156, 2.252, 1.783], [-0.750, 3.133, 2.666], [-2.941, 5.112, 5.496], [-1.505, 4.166, 5.379], [-3.801, 1.665, 2.801], [-2.636, 0.144, 1.239], [0.866, 2.394, 1.453], [-0.184, 3.987, 3.016]]}

# 5
{"formula": "C25H37N2OPPtSSi", "method": "the ωB97M-V functional and the def2-TZVPD basis", "total_charge": 0, "spin_multiplicity": 5, "relative_energy_kcal_mol": 0.0, "e_homo_ev": [-3.822, -8.083], "orbital_gap_ev": [4.3, 6.0], "elements": ["Pt", "Si", "P", "N", "H", "C", "H", "H", "H", "C", "H", "H", "H", "C", "H", "H", "H", "C", "H", "H", "H", "H", "H", "C", "C", "C", "C", "C", "C", "H", "H", "H", "H", "H", "C", "O", "C", "H", "H", "H", "C", "H", "H", "H", "N", "S", "C", "C", "C", "C", "C", "C", "C", "C", "C", "C", "C", "C", "H", "H", "H", "H", "H", "H", "H", "H", "H", "H", "H"], "coordinates": [[-0.343, 0.029, 0.053], [-2.398, 1.148, 0.357], [-0.954, -0.206, -2.137], [1.286, 1.135, -0.386], [-0.681, -1.379, 0.648], [0.263, -1.108, -3.188], [-0.124, -1.171, -4.221], [0.428, -2.122, -2.801], [1.211, -0.550, -3.209], [-2.548, -1.008, -2.515], [-2.639, -1.121, -3.600], [-3.382, -0.392, -2.171], [-2.603, -1.994, -2.055], [-1.022, 1.361, -3.067], [-1.393, 1.152, -4.077], [-0.015, 1.783, -3.124], [-1.693, 2.058, -2.563], [-3.608, -0.004, 1.235], [-3.143, -0.633, 2.011], [-4.124, -0.644, 0.502], [-4.322, 0.680, 1.693], [-1.982, 2.304, 1.237], [-3.001, 1.595, -0.954], [1.455, 2.393, -0.747], [3.276, 3.819, -1.572], [2.832, 2.581, -1.159], [0.537, 3.514, -0.764], [1.001, 4.763, -1.173], [2.338, 4.887, -1.579], [4.332, 3.904, -1.881], [3.410, 1.638, -1.085], [-0.487, 3.315, -0.438], [0.307, 5.620, -1.178], [2.692, 5.848, -1.911], [-0.750, -3.320, 0.243], [-0.864, -3.181, -1.009], [0.516, -3.552, 0.932], [0.391, -4.623, 1.172], [0.711, -3.001, 1.846], [1.416, -3.517, 0.348], [-1.883, -3.382, 1.164], [-2.453, -4.202, 0.809], [-2.553, -2.531, 1.292], [-1.529, -3.641, 2.147], [0.331, 0.333, 1.929], [1.875, -0.122, 2.471], [2.256, 1.480, 3.225], [3.282, 1.503, 4.191], [3.543, 2.720, 4.842], [2.816, 3.879, 4.510], [1.821, 3.834, 3.514], [1.546, 2.621, 2.851], [1.464, -1.102, 3.984], [2.045, -2.375, 4.098], [1.650, -3.198, 5.162], [0.727, -2.741, 6.110], [0.255, -1.428, 6.040], [0.636, -0.582, 4.988], [-0.352, 0.284, 2.690], [3.835, 0.584, 4.427], [4.317, 2.762, 5.610], [3.008, 4.823, 5.028], [1.243, 4.717, 3.229], [0.772, 2.545, 2.073], [2.766, -2.723, 3.347], [2.028, -4.218, 5.226], [0.412, -3.383, 6.935], [-0.449, -1.044, 6.779], [0.282, 0.453, 4.919]]}

# 6
{"formula": "C25H37N2PtS", "method": "the ωB97M-V functional and the def2-TZVPD basis", "total_charge": 1, "spin_multiplicity": 5, "relative_energy_kcal_mol": 0.0, "e_homo_ev": [-9.018, -10.784], "orbital_gap_ev": [6.7, 5.6], "elements": ["C", "C", "C", "C", "C", "Pt", "C", "C", "H", "C", "H", "H", "C", "H", "H", "H", "C", "H", "H", "H", "C", "H", "H", "H", "C", "H", "H", "H", "C", "H", "H", "H", "C", "H", "H", "H", "C", "H", "H", "H", "C", "C", "C", "C", "H", "C", "H", "C", "H", "H", "H", "S", "C", "N", "C", "C", "C", "N", "H", "H", "H", "H", "H", "H", "H", "H"], "coordinates": [[0.024, 1.330, -1.792], [-0.953, 0.313, -2.112], [-0.293, -0.823, -2.624], [1.085, -0.577, -2.720], [1.352, 0.791, -2.251], [1.411, 0.690, -0.176], [2.566, -2.526, 1.294], [2.868, -1.238, 1.601], [2.839, -0.793, 2.649], [3.109, -0.193, 0.541], [3.703, -0.520, -0.343], [3.650, 0.671, 1.001], [1.998, -3.405, 2.366], [1.275, -2.782, 2.913], [1.444, -4.238, 1.914], [2.714, -3.836, 3.106], [2.438, -2.992, -0.142], [1.801, -2.231, -0.658], [3.388, -3.085, -0.736], [1.880, -3.934, -0.202], [-2.412, 0.543, -2.156], [-2.706, 1.316, -1.437], [-2.750, 0.878, -3.154], [-2.975, -0.358, -1.900], [-0.989, -2.025, -3.165], [-1.898, -2.249, -2.594], [-1.288, -1.889, -4.217], [-0.340, -2.909, -3.123], [2.085, -1.387, -3.442], [1.815, -2.451, -3.434], [2.182, -1.086, -4.500], [3.076, -1.280, -2.979], [2.479, 1.645, -2.710], [3.426, 1.134, -2.501], [2.425, 1.847, -3.786], [2.478, 2.592, -2.163], [-0.314, 2.775, -1.791], [0.462, 3.373, -1.301], [-0.458, 3.150, -2.818], [-1.258, 2.932, -1.253], [-3.551, -1.098, 0.358], [-2.331, -1.879, 0.513], [-4.821, -1.426, 0.134], [-2.614, -3.186, 0.014], [-1.267, -1.847, 0.776], [-5.022, -2.769, -0.308], [-5.593, -0.668, 0.275], [-3.894, -3.614, -0.343], [-1.853, -3.946, -0.066], [-6.007, -3.160, -0.602], [-4.052, -4.628, -0.713], [1.864, 2.739, 0.836], [0.780, 2.904, 2.177], [1.241, 2.706, 3.421], [0.630, 3.322, 4.602], [-0.865, 3.425, 4.398], [-1.192, 4.059, 3.064], [-0.478, 3.338, 2.004], [2.220, 2.435, 3.463], [1.071, 4.318, 4.757], [0.880, 2.698, 5.463], [-1.304, 4.020, 5.202], [-1.308, 2.425, 4.444], [-0.886, 5.115, 3.050], [-2.258, 4.004, 2.838], [-0.728, 3.538, 1.038]]}